*A*
# CH4NO3S

A structure of composition CH4NO3S (ωB97M-V with the def2-TZVPD basis set, the Open Molecules 2025 dataset).

Last column: Mulliken charge in e.
Cartesian coordinates (Å):
C: 0.474 0.443 1.861  -0.812
N: -0.049 -0.936 -1.886  -0.546
O: -1.850 0.584 0.377  -0.596
O: 0.419 1.266 -0.485  -0.636
O: -0.332 -1.420 -0.564  -0.438
S: -0.371 0.453 0.467  0.932
H: 1.500 0.308 1.543  0.240
H: 0.111 -0.247 2.551  0.276
H: -0.752 -0.154 -1.880  0.305
H: 0.849 -0.297 -1.984  0.277

Results
molecular weight = 110.114 g mol⁻¹
charge = -1
LUMO level = 4.071 eV
orbital gap = 0.2852 Ha



*B*
# CH4NO3S

The ion CH4NO3S with charge -1 (ωB97M-V with the def2-TZVPD basis set, the Open Molecules 2025 dataset).

Last column: Mulliken charge in e.
Cartesian coordinates (Å):
C: 0.172 -1.848 -0.400  -0.793
S: 0.873 -0.345 0.014  1.064
O: 0.748 0.060 1.400  -0.699
O: 2.202 -0.214 -0.541  -0.627
O: -0.162 1.223 -0.733  -0.434
N: -1.021 1.775 0.255  -0.431
H: 0.339 -1.613 -1.443  0.195
H: -0.840 -2.029 -0.156  0.248
H: -1.935 1.230 0.480  0.194
H: -0.377 1.760 1.126  0.282

Results
molecular weight = 110.114 g mol⁻¹
charge = -1
LUMO level = 4.175 eV
SMILES string = C=[S@@](=O)([O-])ON
orbital gap = 0.2882 Ha



Quick one: least stable of them? *A*



*A*
# C16H19F6N5O4PtS

A structure of composition C16H19F6N5O4PtS (ωB97M-V with the def2-TZVPD basis set, the Open Molecules 2025 dataset).

Last column: Mulliken charge in e.
Cartesian coordinates (Å):
Pt: 1.318 0.313 -0.246  1.209
N: -0.495 1.629 -0.509  -0.615
C: -1.121 1.944 0.791  -0.708
C: -1.589 0.685 1.520  -0.569
C: -0.535 -0.217 2.164  -0.625
N: 0.209 -1.021 1.168  -0.535
H: -0.321 2.460 -1.066  0.276
H: -1.102 1.032 -1.067  0.262
H: -1.979 2.604 0.648  0.477
H: -0.394 2.485 1.399  0.282
H: -2.214 0.087 0.846  0.263
H: -2.255 1.010 2.321  0.379
H: -1.030 -0.876 2.881  0.453
H: 0.189 0.383 2.718  0.259
H: -0.430 -1.529 0.561  0.249
H: 0.796 -1.716 1.616  0.268
C: 0.135 -2.200 -3.493  -1.884
C: 0.929 -1.093 -2.808  0.818
O: 0.360 -0.818 -1.577  -0.728
C: 0.880 0.178 -3.687  0.826
F: -0.397 0.494 -3.954  -0.286
F: 1.412 1.252 -3.070  -0.225
F: 1.518 0.030 -4.850  -0.251
C: 2.387 -1.571 -2.621  0.539
F: 2.939 -2.033 -3.741  -0.264
F: 2.428 -2.553 -1.710  -0.257
F: 3.187 -0.582 -2.156  -0.207
H: -0.915 -1.920 -3.497  0.413
H: 0.252 -3.121 -2.925  0.446
H: 0.470 -2.366 -4.515  0.389
O: 6.460 8.104 3.158  -0.671
S: 5.230 7.687 3.798  1.185
O: 4.055 7.709 2.950  -0.669
O: 5.027 8.165 5.149  -0.672
C: 5.532 5.907 4.046  0.017
N: 6.496 5.536 4.900  -0.462
C: 6.706 4.242 5.041  -0.310
C: 5.975 3.270 4.357  -0.677
C: 5.005 3.760 3.505  0.394
N: 4.789 5.061 3.349  -0.307
C: 4.100 2.910 2.687  1.167
C: 3.277 3.532 1.749  -0.713
C: 2.418 2.771 0.997  -0.305
N: 2.314 1.435 1.131  -0.193
C: 3.109 0.834 2.034  -0.080
C: 4.002 1.528 2.818  -0.993
H: 7.491 3.948 5.731  0.409
H: 6.182 2.219 4.494  0.327
H: 3.326 4.608 1.641  0.674
H: 1.767 3.228 0.262  0.482
H: 3.001 -0.239 2.123  0.435
H: 4.600 0.982 3.533  0.308

Results
molecular weight = 686.492 g mol⁻¹
LUMO level (alpha / beta) = -1.998 / -1.956 eV
orbital gap (alpha / beta) = 0.1949 / 0.1965 Ha



*B*
# C16H19F6N5O4PtS

A structure of composition C16H19F6N5O4PtS (ωB97M-V with the def2-TZVPD basis set, the Open Molecules 2025 dataset).

Last column: Mulliken charge in e.
Cartesian coordinates (Å):
Pt: -1.947 1.117 -0.619  1.400
N: -3.604 1.492 -1.940  -0.565
C: -4.264 0.245 -2.365  -0.369
C: -4.999 -0.442 -1.214  -0.724
C: -4.071 -1.031 -0.148  -0.415
N: -3.649 -0.007 0.815  -0.505
H: -4.287 2.090 -1.472  0.343
H: -3.267 1.986 -2.767  0.362
H: -3.494 -0.427 -2.753  0.122
H: -4.991 0.457 -3.161  0.484
H: -5.584 -1.254 -1.646  0.393
H: -5.698 0.262 -0.749  0.309
H: -3.170 -1.417 -0.635  0.112
H: -4.593 -1.857 0.356  0.460
H: -3.083 -0.430 1.545  0.209
H: -4.455 0.425 1.259  0.244
C: -0.407 0.781 -3.577  -1.582
C: -0.278 -0.549 -2.805  0.761
O: -1.217 -0.742 -1.871  -1.009
C: 1.145 -0.583 -2.173  0.618
F: 1.339 -1.640 -1.375  -0.250
F: 1.333 0.502 -1.396  -0.246
F: 2.150 -0.570 -3.058  -0.283
C: -0.373 -1.708 -3.832  0.526
F: -0.282 -2.913 -3.271  -0.243
F: -1.560 -1.669 -4.460  -0.264
F: 0.556 -1.656 -4.796  -0.265
H: -0.583 1.571 -2.837  0.260
H: -1.248 0.720 -4.261  0.343
H: 0.497 0.992 -4.139  0.478
O: 4.765 3.161 4.234  -0.654
S: 5.660 2.112 4.654  1.156
O: 6.941 2.053 3.990  -0.671
O: 5.616 1.763 6.055  -0.668
C: 4.868 0.577 3.914  0.126
N: 5.413 -0.577 4.181  -0.467
C: 4.826 -1.632 3.631  -0.484
C: 3.677 -1.513 2.857  -0.489
C: 3.148 -0.229 2.699  0.113
N: 3.797 0.816 3.225  -0.288
C: 1.893 0.097 2.018  1.403
C: 0.965 -0.864 1.615  -0.878
C: -0.179 -0.455 0.963  -0.121
N: -0.459 0.828 0.719  -0.187
C: 0.403 1.760 1.138  -0.390
C: 1.580 1.438 1.780  -0.734
H: 5.279 -2.591 3.844  0.418
H: 3.226 -2.382 2.407  0.364
H: 1.132 -1.915 1.785  0.367
H: -0.873 -1.183 0.564  0.302
H: 0.131 2.794 0.965  0.381
H: 2.276 2.194 2.105  0.698

Results
molecular weight = 686.492 g mol⁻¹
LUMO level (alpha / beta) = -3.209 / -3.285 eV
orbital gap (alpha / beta) = 0.1465 / 0.1437 Ha



Quick one: least stable of them? *B*